ORCA calculation (the ωB97M-V functional and the def2-TZVPD basis) on a cluster of 4 separate species, C38H64F3INO12PS in total.

HOMO-LUMO gap: 9.44 eV
Electronic energy: -102881.876 eV
LUMO level: 0.348 eV
HOMO: -9.088 eV
Max |F|: 1.927 eV Å⁻¹

Structure (ORCA input):
```
! wB97M-V def2-TZVPD RIJCOSX def2/J DEFGRID3
* xyz 0 1
C -4.87 -1.83 5.54
C -4.65 -0.96 4.31
C -3.30 -1.32 3.64
C -3.36 -1.05 2.14
C -2.09 -0.60 1.36
C -0.79 -1.09 2.04
C -0.35 -2.56 2.25
C -1.36 -3.71 2.49
C -1.22 -4.27 3.90
O -2.05 -5.41 4.11
C -1.96 0.96 1.50
C -2.06 1.51 2.93
C -1.79 3.00 3.12
C -1.86 3.33 4.63
I 0.17 3.50 2.41
S -3.20 1.92 0.61
O -2.56 3.07 0.05
O -4.34 2.16 1.45
O -3.71 1.05 -0.63
C -3.57 -0.39 -0.80
C -4.88 -1.05 -0.34
C -5.08 -2.43 -0.35
C -6.31 -2.93 0.07
C -7.30 -2.06 0.49
N -7.13 -0.74 0.51
C -5.97 -0.26 0.09
P -3.81 -0.39 -2.66
O -3.96 -1.69 -3.31
O -5.20 0.43 -2.73
O -2.78 0.61 -3.33
C -2.22 -0.92 -0.21
C -1.91 -2.43 -0.39
C -1.98 -3.21 -1.71
C -0.87 -3.02 -2.72
F 0.30 -2.75 -2.13
F -1.08 -2.08 -3.64
F -0.69 -4.17 -3.40
C -1.14 -0.14 -1.01
O 0.18 -0.35 -0.51
C 1.11 0.44 -1.12
C 2.26 -0.30 -1.70
O 0.99 1.61 -1.14
H -3.94 -1.93 6.10
H -5.65 -1.45 6.20
H -5.14 -2.84 5.24
H -4.67 0.09 4.58
H -5.43 -1.20 3.59
H -3.13 -2.36 3.89
H -2.54 -0.74 4.17
H -3.73 -1.96 1.68
H -4.16 -0.33 1.97
H -0.81 -0.67 3.04
H 0.07 -0.59 1.63
H 0.33 -2.57 3.10
H 0.29 -2.85 1.42
H -1.10 -4.54 1.83
H -2.40 -3.48 2.30
H -0.18 -4.59 4.02
H -1.45 -3.53 4.65
H -2.21 -5.81 3.26
H -1.00 1.29 1.11
H -3.05 1.34 3.34
H -1.36 1.02 3.60
H -2.54 3.62 2.63
H -2.36 2.54 5.17
H -2.46 4.22 4.78
H -0.88 3.53 5.06
H -4.32 -3.12 -0.66
H -6.48 -3.99 0.07
H -8.25 -2.45 0.83
H -5.87 0.81 0.10
H -5.56 0.26 -3.61
H -3.10 1.51 -3.28
H -2.53 -2.97 0.31
H -0.88 -2.55 -0.09
H -1.79 -4.24 -1.40
H -2.94 -3.28 -2.20
H -1.33 0.92 -1.05
H -1.14 -0.48 -2.05
H 2.59 -1.05 -0.98
H 1.90 -0.86 -2.56
H 3.07 0.37 -1.96
C 6.61 0.84 -4.97
C 5.62 -0.20 -5.48
C 5.66 -1.23 -4.36
O 5.92 -0.51 -3.15
C 6.33 0.82 -3.47
H 6.47 1.83 -5.41
H 7.63 0.51 -5.17
H 4.62 0.23 -5.56
H 5.90 -0.62 -6.45
H 6.46 -1.96 -4.51
H 4.72 -1.78 -4.25
H 5.51 1.51 -3.21
H 7.20 1.08 -2.87
C -0.56 9.08 4.66
C -0.06 8.14 3.57
C 0.52 7.00 4.39
O -0.25 6.93 5.59
C -1.07 8.10 5.71
H -1.33 9.77 4.33
H 0.27 9.66 5.06
H -0.90 7.78 2.97
H 0.67 8.59 2.90
H 1.57 7.20 4.66
H 0.47 6.04 3.88
H -2.11 7.81 5.51
H -1.00 8.48 6.72
C 10.05 -3.26 -6.93
C 10.72 -2.19 -6.06
C 9.99 -0.93 -6.51
O 8.67 -1.34 -6.88
C 8.61 -2.77 -6.96
H 10.14 -4.27 -6.53
H 10.48 -3.25 -7.93
H 10.52 -2.39 -5.01
H 11.80 -2.13 -6.20
H 10.47 -0.48 -7.39
H 9.93 -0.18 -5.73
H 8.04 -3.14 -6.10
H 8.09 -3.05 -7.88
*
```

Here are the Löwdin charges for atoms 1 to 4, given in e: atom 1 (C): -0.1039, atom 2 (C): -0.2305, atom 3 (C): -0.1822, atom 4 (C): -0.1168

***

ORCA calculation (the ωB97M-V functional and the def2-TZVPD basis) on a structure of composition C12H22Br8Cl6O2Sr2.

HOMO-LUMO gap: 5.40 eV
Electronic energy: -654027.206 eV
LUMO level: -7.561 eV
Energy above the lowest of the compared OMol25 structures with the same formula, charge and spin: 137.85 kJ/mol
HOMO: -12.957 eV
Max |F|: 3.164 eV Å⁻¹

Structure (ORCA input):
```
! wB97M-V def2-TZVPD RIJCOSX def2/J DEFGRID3
* xyz 2 1
Sr 1.37 2.18 2.22
Sr -1.53 4.13 -0.13
O 1.88 -0.11 1.40
C 1.10 -0.47 0.32
C -0.12 0.55 -0.18
O -0.09 1.94 -0.01
H 0.59 -1.38 0.63
H 1.79 -0.76 -0.48
H -1.15 0.29 0.07
H -0.13 0.35 -1.25
Br -4.76 -2.36 0.61
C -4.67 -0.65 -0.34
C -4.08 0.38 0.66
Br -3.84 2.17 -0.10
H -5.68 -0.46 -0.70
H -3.98 -0.90 -1.15
H -3.06 0.06 0.86
H -4.56 0.46 1.64
Br 1.72 4.79 -1.49
C 2.51 3.06 -2.19
C 3.88 2.76 -1.54
Br 3.70 2.72 0.49
H 2.54 3.15 -3.27
H 1.81 2.23 -2.10
H 4.62 3.50 -1.82
H 4.28 1.81 -1.90
Br -4.01 -1.11 4.07
C -2.05 -1.67 4.10
C -1.31 -0.96 2.94
Br -1.13 0.92 3.46
H -1.98 -2.76 4.15
H -1.62 -1.28 5.02
H -1.84 -1.04 1.99
H -0.28 -1.29 2.80
Br -1.65 3.11 -2.92
C -1.32 1.61 -4.21
C -2.27 0.38 -3.98
Br -1.46 -1.17 -4.98
H -0.30 1.24 -4.09
H -1.38 2.02 -5.21
H -3.14 0.66 -4.58
H -2.46 0.10 -2.95
C 5.13 -1.52 1.03
Cl 4.54 -1.89 2.72
Cl 5.96 -2.91 0.28
Cl 6.27 -0.12 1.02
H 4.27 -1.28 0.40
C 1.61 -4.04 1.76
Cl 2.48 -4.86 3.02
Cl -0.16 -4.37 1.59
Cl 2.36 -4.20 0.21
H 1.60 -3.00 2.09
*
```

Here are the Löwdin charges for atoms 1 to 4, given in e: atom 1 (Sr): 1.1877, atom 2 (Sr): 1.1719, atom 3 (O): -0.5175, atom 4 (C): -0.3575

***

ORCA calculation (the ωB97M-V functional and the def2-TZVPD basis) on a structure of composition CH7O8P2Pt.

HOMO-LUMO gap: 7.82 eV
Electronic energy: -39350.880 eV
LUMO level: -7.306 eV
HOMO: -15.122 eV
Max |F|: 0.603 eV Å⁻¹

Structure (ORCA input):
```
! wB97M-V def2-TZVPD RIJCOSX def2/J DEFGRID3
* xyz 1 1
Pt -0.72 -0.13 0.58
O 2.58 1.11 -1.24
P 1.90 0.17 -0.21
O 2.69 -0.65 0.69
O 0.77 1.10 0.50
O 0.83 -0.76 -1.06
P -0.26 -0.13 -2.20
O -1.01 -1.47 -2.55
O 0.32 0.63 -3.28
O -1.21 0.59 -1.15
H 3.55 1.14 -1.20
H -0.93 -1.74 -3.48
O -0.21 -1.21 2.31
H -0.75 -1.92 2.68
H 0.73 -1.47 2.36
C -1.92 1.05 1.68
H -2.94 0.72 1.47
H -1.76 2.07 1.35
H -1.67 0.91 2.73
*
```

Here are the Löwdin charges for atoms 1 to 4, given in e: atom 1 (Pt): 1.4725, atom 2 (O): -0.0231, atom 3 (P): 0.2757, atom 4 (O): -0.2032

***

ORCA calculation (the ωB97M-V functional and the def2-TZVPD basis) on an isolated molecule of C5H9N3.

HOMO-LUMO gap: 9.00 eV
Electronic energy: -9799.193 eV
LUMO level: 0.275 eV
Energy above the lowest of the compared OMol25 structures with the same formula, charge and spin: 219.41 kJ/mol
HOMO: -8.727 eV
Max |F|: 4.104 eV Å⁻¹

Structure (ORCA input):
```
! wB97M-V def2-TZVPD RIJCOSX def2/J DEFGRID3
* xyz 0 1
C 2.05 0.64 1.26
C 1.45 -0.72 -0.86
C -1.56 0.03 0.60
C 0.90 0.03 0.54
C -2.12 0.09 -0.79
N -0.27 0.33 0.84
N -2.33 -0.11 1.61
N -1.40 0.05 -1.82
H -3.32 -0.12 1.38
H -1.91 0.02 -2.70
H -3.22 0.12 -0.81
H 2.73 -0.14 1.59
H 1.72 1.25 2.09
H 2.61 1.20 0.49
H 1.85 -1.69 -0.58
H 0.59 -0.83 -1.51
H 2.22 -0.13 -1.34
*
```

Here are the Löwdin charges for atoms 1 to 4, given in e: atom 1 (C): -0.0570, atom 2 (C): -0.0114, atom 3 (C): -0.4389, atom 4 (C): -0.3010

***

ORCA calculation (the ωB97M-V functional and the def2-TZVPD basis) on an isolated molecule of C3H2N2O2S.

HOMO-LUMO gap: 8.40 eV
Electronic energy: -21051.291 eV
LUMO level: -1.234 eV
Energy above the lowest of the compared OMol25 structures with the same formula, charge and spin: 332.14 kJ/mol
HOMO: -9.637 eV
Max |F|: 6.811 eV Å⁻¹

Structure (ORCA input):
```
! wB97M-V def2-TZVPD RIJCOSX def2/J DEFGRID3
* xyz 0 1
C -0.22 -0.36 1.40
C 0.10 -0.72 -1.01
C 0.61 -0.04 -2.11
H -0.20 1.68 1.53
H -0.40 -1.55 1.52
N -0.21 0.06 0.16
N 0.69 0.65 -3.06
O -0.31 0.37 2.40
O -0.10 -1.86 -1.00
S 0.05 1.77 0.18
*
```

Here are the Löwdin charges for atoms 1 to 4, given in e: atom 1 (C): -0.3691, atom 2 (C): -0.5103, atom 3 (C): -0.1255, atom 4 (H): -0.0983

***

ORCA calculation (the ωB97M-V functional and the def2-TZVPD basis) on a structure of composition C60H70InN4O8.

HOMO-LUMO gap: 5.69 eV
Electronic energy: -90866.431 eV
LUMO level: -3.947 eV
Energy above the lowest of the compared OMol25 structures with the same formula, charge and spin: 0.00 kJ/mol
HOMO: -9.637 eV
Max |F|: 1.600 eV Å⁻¹

Structure (ORCA input):
```
! wB97M-V def2-TZVPD RIJCOSX def2/J DEFGRID3
* xyz 1 1
In 0.01 0.30 -0.20
C -3.11 0.23 -1.86
O -2.41 -0.07 -0.65
C -3.26 -0.57 0.36
C -3.49 -1.93 0.42
C -2.70 -2.87 -0.45
C -1.50 -3.53 0.19
C -1.42 -4.91 0.18
C -0.28 -5.62 0.58
C 0.79 -4.86 1.02
C 0.75 -3.47 1.05
C 2.01 -2.71 1.37
C 1.91 -1.80 2.57
C 1.92 -2.34 3.85
C 1.86 -1.53 4.98
C 1.60 -0.18 4.77
C 1.55 0.38 3.51
C 1.16 1.82 3.30
C -0.33 1.94 3.46
C -0.89 2.14 4.71
C -2.26 2.23 4.90
C -3.06 2.08 3.78
C -2.52 1.88 2.51
C -3.46 1.73 1.34
C -3.90 0.29 1.23
C -4.94 -0.20 2.01
C -5.32 -1.53 1.97
C -4.51 -2.40 1.23
C -6.62 -2.04 2.59
C -7.47 -2.64 1.45
C -7.44 -0.91 3.23
C -6.34 -3.11 3.64
C -1.14 1.87 2.31
O -0.59 1.91 1.07
C -2.83 2.52 6.29
C -2.25 3.85 6.80
C -2.43 1.39 7.25
C -4.35 2.63 6.29
C 1.82 -0.43 2.42
O 2.02 0.17 1.15
C 3.23 0.95 1.09
C 2.11 -2.05 6.39
C 2.49 -3.53 6.41
C 0.85 -1.85 7.25
C 3.27 -1.25 6.99
C -0.41 -2.77 0.69
O -0.48 -1.44 0.87
C -0.23 -7.14 0.40
C -0.39 -7.46 -1.10
C 1.10 -7.73 0.87
C -1.36 -7.80 1.19
H -3.75 -0.60 -2.15
H -2.36 0.37 -2.64
H -3.71 1.14 -1.75
H -2.36 -2.33 -1.32
H -3.36 -3.66 -0.80
H -2.28 -5.46 -0.19
H 1.71 -5.35 1.32
H 2.26 -2.10 0.49
H 2.82 -3.42 1.53
H 2.01 -3.42 3.95
H 1.44 0.47 5.63
H 1.42 2.14 2.30
H 1.66 2.45 4.03
H -0.23 2.25 5.56
H -4.14 2.12 3.87
H -2.96 2.02 0.42
H -4.33 2.37 1.49
H -5.47 0.50 2.65
H -4.70 -3.47 1.25
H -7.62 -1.90 0.66
H -8.44 -2.95 1.82
H -6.98 -3.51 1.01
H -7.64 -0.11 2.51
H -6.93 -0.50 4.10
H -8.40 -1.31 3.55
H -5.81 -3.96 3.21
H -7.28 -3.48 4.06
H -5.74 -2.70 4.46
H -1.16 3.81 6.88
H -2.65 4.08 7.79
H -2.51 4.66 6.12
H -1.34 1.30 7.33
H -2.82 0.43 6.90
H -2.82 1.58 8.25
H -4.69 3.43 5.63
H -4.70 2.87 7.30
H -4.82 1.69 5.99
H 3.46 1.39 2.05
H 3.08 1.73 0.35
H 4.07 0.32 0.78
H 1.67 -4.16 6.05
H 2.71 -3.83 7.44
H 3.38 -3.72 5.81
H 0.00 -2.39 6.83
H 0.58 -0.79 7.33
H 1.03 -2.22 8.27
H 4.17 -1.37 6.38
H 3.50 -1.62 8.00
H 3.04 -0.19 7.06
H 0.41 -6.99 -1.68
H -1.35 -7.10 -1.48
H -0.34 -8.54 -1.26
H 1.94 -7.32 0.31
H 1.09 -8.81 0.71
H 1.26 -7.55 1.93
H -2.34 -7.45 0.87
H -1.25 -7.61 2.26
H -1.33 -8.89 1.04
O 0.06 3.56 -6.80
N 1.18 3.22 -6.47
O 2.19 3.41 -7.12
C 1.34 2.50 -5.19
C 2.40 1.67 -5.10
C 2.62 0.89 -3.92
C 3.71 0.00 -3.80
C 3.83 -0.75 -2.65
C 2.88 -0.59 -1.64
N 1.87 0.26 -1.72
C 1.74 0.99 -2.85
C 0.64 1.92 -2.95
N -0.11 2.02 -1.86
C -1.13 2.87 -1.81
C -1.45 3.67 -2.92
C -0.69 3.57 -4.06
C 0.41 2.68 -4.10
H 3.08 1.60 -5.93
H 4.42 -0.10 -4.61
H 4.65 -1.44 -2.53
H 2.93 -1.18 -0.74
H -1.67 2.92 -0.88
H -2.28 4.36 -2.86
H -0.93 4.15 -4.93
N 1.28 -3.79 -2.10
C 0.08 -3.85 -2.93
C -0.61 -2.49 -2.95
O -1.65 -2.26 -3.49
O 0.11 -1.52 -2.33
H 2.06 -4.27 -2.53
H 1.11 -4.23 -1.19
H 0.90 -2.01 -1.97
H -0.65 -4.59 -2.61
H 0.34 -4.07 -3.97
*
```

Here are the Löwdin charges for atoms 1 to 4, given in e: atom 1 (In): 1.0785, atom 2 (C): -0.0271, atom 3 (O): -0.2077, atom 4 (C): -0.1884

***

ORCA calculation (the ωB97M-V functional and the def2-TZVPD basis) on a structure of composition C5H9NO.

HOMO-LUMO gap: 8.90 eV
Electronic energy: -8865.596 eV
LUMO level: 0.979 eV
Energy above the lowest of the compared OMol25 structures with the same formula, charge and spin: 348.96 kJ/mol
HOMO: -7.919 eV
Max |F|: 0.386 eV Å⁻¹

Structure (ORCA input):
```
! wB97M-V def2-TZVPD RIJCOSX def2/J DEFGRID3
* xyz 0 1
N -1.88 0.05 -1.68
C -0.78 -0.13 -0.99
C -1.15 -0.28 0.39
C -0.11 0.16 1.43
C 1.17 0.63 0.72
C 1.47 -0.24 -0.49
O 0.45 -0.07 -1.50
H -1.92 -0.21 -2.67
H -2.35 0.07 -0.48
H -1.55 -1.28 0.56
H 0.14 -0.67 2.10
H -0.49 0.97 2.07
H 1.06 1.66 0.37
H 2.03 0.61 1.40
H 1.52 -1.30 -0.22
H 2.40 0.04 -0.99
*
```

Here are the Löwdin charges for atoms 1 to 4, given in e: atom 1 (N): 0.0941, atom 2 (C): -0.4895, atom 3 (C): -0.1541, atom 4 (C): -0.2081

***

ORCA calculation (the ωB97M-V functional and the def2-TZVPD basis) on a structure of composition C53H53N8O2SiTl.

HOMO-LUMO gap (spin up / spin down): 5.29 / 5.06 eV
Electronic energy: -84398.532 eV
LUMO level (spin up / spin down): -1.623 / -1.625 eV
Energy above the lowest of the compared OMol25 structures with the same formula, charge and spin: 0.00 kJ/mol
HOMO (spin up / spin down): -6.914 / -6.689 eV
Max |F|: 4.444 eV Å⁻¹

Structure (ORCA input):
```
! wB97M-V def2-TZVPD RIJCOSX def2/J DEFGRID3
* xyz 0 1
Tl -0.17 -0.13 -0.44
C 5.98 3.77 -4.45
C 4.72 4.23 -4.77
C 3.58 3.91 -3.96
C 3.70 2.88 -3.01
C 5.00 2.47 -2.67
C 6.13 2.91 -3.34
C 2.56 2.16 -2.39
C 1.47 1.77 -3.13
C 1.41 1.68 -4.60
C 0.21 1.14 -4.92
C -0.54 1.02 -3.67
C -2.38 -0.47 -3.81
C -3.83 -0.49 -3.95
C -4.65 0.58 -3.62
C -6.03 0.50 -3.73
C -6.65 -0.68 -4.22
C -5.82 -1.79 -4.52
C -4.44 -1.72 -4.33
C -1.36 -2.58 -3.15
N -1.02 -2.35 -1.88
C -0.88 -3.63 -1.33
C -0.41 -3.97 -0.06
C -1.03 -5.30 0.40
C -0.24 -6.43 0.21
C -0.72 -7.73 0.47
C -2.03 -7.88 0.91
C -2.89 -6.78 0.94
C -2.37 -5.50 0.78
C 0.79 -3.41 0.59
C 1.65 -4.17 1.50
C 2.64 -3.33 1.95
C 2.46 -2.09 1.26
N 1.35 -2.13 0.43
C 3.34 -0.95 1.36
C 3.10 0.27 0.62
C 3.54 1.60 1.06
C 3.33 2.41 -0.02
C 2.74 1.68 -1.04
N 2.58 0.39 -0.65
C 4.40 -0.90 2.44
C 4.17 -1.36 3.74
C 5.17 -1.15 4.72
C 6.41 -0.69 4.41
C 6.75 -0.41 3.09
C 5.73 -0.43 2.13
C -1.32 -4.63 -2.27
C -1.67 -4.01 -3.44
N 0.23 1.42 -2.62
H 6.84 3.93 -5.14
H 4.55 4.92 -5.57
H 2.59 4.38 -4.09
H 5.11 1.84 -1.84
H 7.09 2.49 -3.10
H 2.19 1.98 -5.27
H -0.23 0.99 -5.91
H -4.21 1.52 -3.34
H -6.66 1.34 -3.34
H -7.69 -0.73 -4.39
H -6.25 -2.67 -4.93
H -3.72 -2.53 -4.58
H 0.80 -6.21 -0.14
H -0.06 -8.57 0.20
H -2.31 -8.81 1.35
H -4.01 -6.93 1.05
H -3.06 -4.64 0.92
H 1.53 -5.23 1.72
H 3.35 -3.60 2.75
H 4.01 1.83 1.99
H 3.60 3.43 -0.20
H 3.17 -1.68 3.98
H 4.87 -1.25 5.80
H 7.14 -0.68 5.22
H 7.72 -0.09 2.79
H 6.05 -0.21 1.14
H -1.26 -5.72 -2.12
H -2.07 -4.33 -4.38
O 2.52 1.39 4.71
N 1.61 2.11 4.43
O -1.65 -1.67 -4.08
N -1.79 0.60 -3.42
N -0.97 -3.73 3.93
N -1.22 -2.51 3.20
H -1.32 -3.54 4.86
H 0.07 -3.88 4.03
H -1.90 -2.86 2.53
H -0.38 -2.30 2.62
C -2.76 2.63 -0.38
Si -1.74 2.57 1.26
C -1.16 4.50 1.50
C -1.88 5.60 0.70
C 0.30 4.37 1.03
C -1.17 4.85 2.97
C -3.04 2.09 2.75
C -4.09 3.19 2.88
C -3.65 0.71 2.37
C -2.22 1.77 4.00
H -3.57 3.36 -0.51
H -3.26 1.63 -0.48
H -2.10 2.78 -1.21
H -1.46 5.69 -0.32
H -1.80 6.54 1.17
H -2.97 5.51 0.58
H 0.31 4.02 -0.01
H 0.85 3.58 1.57
H 0.87 5.28 1.14
H -2.11 4.72 3.48
H -0.89 5.91 3.07
H -0.47 4.26 3.54
H -4.35 3.67 1.91
H -3.92 3.97 3.63
H -5.05 2.67 3.16
H -4.11 0.79 1.40
H -4.29 0.40 3.17
H -2.86 -0.07 2.30
H -1.80 2.59 4.55
H -1.46 1.06 3.65
H -2.83 1.25 4.73
*
```

Here are the Löwdin charges for atoms 1 to 4, given in e: atom 1 (Tl): 0.8228, atom 2 (C): -0.0884, atom 3 (C): -0.0787, atom 4 (C): -0.0181